[1]
54
Properties=species:S:1:pos:R:3 method="wB97M-V/def2-TZVPD" energy_ha=-2848.4723 spin_multiplicity=1 homo_ha=-0.5289 gap_ev=5.31 charge=+2 largest_force_ev_per_a=0.86
Pt 1.171 -0.022 -1.136
C 4.028 -3.192 -1.629
C 2.969 -2.243 -1.118
O 2.730 -1.101 -2.022
P 3.360 -1.372 0.430
O 4.791 -0.801 0.316
O 3.308 -2.336 1.627
O 2.280 -0.254 0.476
P 1.328 -3.026 -0.759
O 0.927 -3.800 -2.059
O 1.420 -3.797 0.490
O 0.403 -1.752 -0.714
H 4.978 -2.679 -1.772
H 3.705 -3.640 -2.570
H 4.171 -3.999 -0.907
H 2.915 -1.263 -2.964
H 5.308 -0.592 1.112
H 2.551 -2.993 1.558
H 0.804 -4.758 -1.967
O -0.344 0.838 -0.305
S -0.151 1.559 1.107
C -0.490 3.319 0.770
C -1.829 3.584 0.162
C -2.883 4.003 0.972
C -4.137 4.219 0.423
C -4.342 4.017 -0.935
C -3.291 3.612 -1.748
C -2.035 3.399 -1.203
C -1.660 0.975 1.937
C -1.583 -0.513 2.103
C -0.921 -1.068 3.194
C -0.852 -2.447 3.333
C -1.443 -3.268 2.384
C -2.100 -2.719 1.294
C -2.163 -1.339 1.149
H 0.353 3.628 0.148
H -0.367 3.774 1.757
H -2.718 4.182 2.029
H -4.950 4.558 1.050
H -5.318 4.196 -1.364
H -3.447 3.482 -2.810
H -1.211 3.119 -1.845
H -2.487 1.308 1.310
H -1.661 1.523 2.883
H -0.475 -0.423 3.943
H -0.352 -2.885 4.187
H -1.400 -4.342 2.506
H -2.570 -3.363 0.562
H -2.675 -0.899 0.301
F 1.755 1.787 -1.792
B 1.271 1.585 -3.304
F 2.341 1.152 -3.966
F 0.608 2.662 -3.650
F 0.378 0.404 -2.978


[2]
50
Properties=species:S:1:pos:R:3 method="wB97M-V/def2-TZVPD" energy_ha=-3823.5153 spin_multiplicity=5 homo_ha="-0.0652 / -0.1760" s2=6.026 gap_ev="4.18 / 7.17" charge=-1 largest_force_ev_per_a=0.42
Ir -0.183 -0.507 -0.050
O -2.900 3.622 4.390
C -1.938 3.462 3.428
O -1.409 4.428 2.977
C -1.665 2.059 3.030
C -2.372 0.933 3.417
N -1.852 -0.110 2.774
N -0.852 0.264 1.982
C -0.711 1.570 2.103
C 0.379 2.163 1.226
O 1.003 3.138 1.582
O 0.550 1.489 0.125
H -3.255 2.769 4.661
H -3.208 0.794 4.086
H -2.119 -1.101 2.740
N -1.831 -2.722 1.601
C -2.626 -2.376 0.470
C -3.802 -3.016 0.224
C -4.629 -2.608 -0.883
C -4.166 -1.524 -1.644
C -2.977 -0.918 -1.348
N -2.157 -1.330 -0.281
H -2.008 -3.672 1.894
H -0.841 -2.606 1.402
H -4.097 -3.834 0.872
H -5.553 -3.118 -1.115
H -4.741 -1.149 -2.483
H -2.605 -0.082 -1.923
C 3.049 2.390 -2.584
C 3.522 0.957 -2.429
C 4.146 0.461 -3.726
O 2.364 0.129 -2.189
B 2.683 -0.790 -1.211
O 3.950 -0.588 -0.702
C 4.414 0.701 -1.167
C 4.164 1.697 -0.043
C 5.902 0.598 -1.448
H 2.419 2.463 -3.472
H 3.898 3.068 -2.704
H 2.460 2.700 -1.721
H 3.378 0.481 -4.502
H 4.495 -0.567 -3.625
H 4.980 1.093 -4.038
H 3.110 1.732 0.232
H 4.489 2.700 -0.323
H 4.731 1.381 0.834
H 6.128 -0.144 -2.211
H 6.410 0.307 -0.528
H 6.295 1.567 -1.766
Se 1.504 -2.229 -0.622


[3]
54
Properties=species:S:1:pos:R:3 method="wB97M-V/def2-TZVPD" energy_ha=-7536.3648 spin_multiplicity=1 homo_ha=-0.3379 gap_ev=7.90 smiles="C[C@H](COC(=O)CSc1nnc([C@H](Br)[C@H](C)Br)nn1)OC(=O)CS.CCOC(=O)C(F)(F)F" charge=0 de_lowest_kcal_mol=205.34 largest_force_ev_per_a=8.79
C 2.583 -0.015 1.858
C 2.015 1.262 0.955
C 1.951 0.774 -0.638
O 2.122 1.875 -1.598
C 0.799 2.498 -1.937
O 0.087 3.016 -0.932
C 0.412 2.524 -3.529
S -1.368 2.123 -3.933
C -2.261 1.382 -2.408
N -2.155 -0.040 -2.311
N -2.750 -0.545 -1.261
C -3.383 0.431 -0.426
C -4.098 -0.209 0.951
Br -5.520 -1.528 0.322
C -4.829 0.924 1.883
C -3.751 1.912 2.695
Br -5.765 -0.119 3.366
N -3.522 1.851 -0.549
N -2.928 2.354 -1.600
O 2.781 2.506 1.147
C 1.908 3.591 1.696
O 1.192 3.446 2.826
C 1.781 5.068 0.925
S 0.025 5.779 1.041
H 3.752 -0.051 1.891
H 2.201 -1.052 1.447
H 2.200 0.076 2.967
H 0.870 1.372 1.276
H 0.883 0.308 -0.843
H 2.798 -0.037 -0.834
H 1.148 1.857 -4.191
H 0.595 3.647 -3.893
H -3.308 -0.882 1.536
H -5.681 1.521 1.347
H -4.077 3.025 2.420
H -2.664 1.785 2.244
H -3.807 1.754 3.854
H 2.613 5.817 1.281
H 1.956 4.842 -0.230
H -0.488 5.914 -0.281
C 2.781 -6.338 -1.972
C 2.550 -6.291 -0.473
O 2.290 -4.945 -0.047
C 0.997 -4.507 -0.185
O 0.088 -5.192 -0.644
C 0.852 -3.084 0.353
F 1.873 -2.266 -0.036
F 0.838 -3.049 1.716
F -0.296 -2.474 -0.056
H 3.578 -5.645 -2.261
H 3.057 -7.347 -2.290
H 1.883 -6.035 -2.519
H 3.455 -6.620 0.047
H 1.740 -6.964 -0.168


[4]
43
Properties=species:S:1:pos:R:3 method="wB97M-V/def2-TZVPD" energy_ha=-6143.1491 spin_multiplicity=1 homo_ha=0.0370 gap_ev=3.44 charge=-2 de_lowest_kcal_mol=39.25 largest_force_ev_per_a=1.13
Pt -0.257 1.481 1.000
C -4.652 -2.130 0.290
C -4.386 -0.649 0.203
C -5.380 0.270 -0.093
C -5.063 1.603 -0.219
C -3.730 1.964 -0.002
Br -3.241 3.808 -0.200
N -2.783 1.140 0.316
C -3.098 -0.144 0.389
H -5.661 -2.329 0.656
H -3.942 -2.615 0.959
H -4.554 -2.605 -0.690
H -6.413 -0.055 -0.191
H -5.801 2.349 -0.480
H -2.260 -0.800 0.628
I -0.320 2.643 3.354
S 1.684 1.074 -1.831
C 3.039 1.615 -0.866
C 4.154 2.101 -1.561
C 5.298 2.494 -0.889
C 5.353 2.426 0.505
C 4.237 1.969 1.195
C 3.090 1.558 0.528
H 4.109 2.170 -2.644
H 6.151 2.862 -1.450
H 6.248 2.733 1.035
H 4.244 1.935 2.279
H 2.192 1.255 1.070
C 0.545 -1.891 1.623
Ge 0.729 -1.400 -0.267
C 2.567 -1.966 -0.701
C -0.419 -2.720 -1.215
C 0.362 0.459 -0.730
H 0.402 -2.975 1.751
H -0.283 -1.343 2.072
H 1.448 -1.583 2.153
H 2.666 -3.048 -0.556
H 3.278 -1.453 -0.049
H 2.820 -1.717 -1.734
H -0.064 -3.730 -0.985
H -0.378 -2.571 -2.299
H -1.465 -2.642 -0.900
H -0.467 0.457 -1.455


[5]
42
Properties=species:S:1:pos:R:3 method="wB97M-V/def2-TZVPD" energy_ha=-949.0826 spin_multiplicity=3 homo_ha="-0.3777 / -0.4298" s2=2.026 gap_ev="7.31 / 8.70" charge=+1 de_lowest_kcal_mol=14.58 largest_force_ev_per_a=1.14
W 1.223 -0.575 0.529
N -0.162 -2.131 1.060
C -1.470 -1.602 0.663
C -2.364 -2.512 0.109
C -3.636 -2.137 -0.269
C -4.023 -0.819 -0.096
C -3.133 0.089 0.444
C -1.837 -0.257 0.856
C -1.021 0.890 1.394
C -1.664 1.803 2.240
C -1.064 2.998 2.593
C 0.189 3.332 2.095
C 0.871 2.423 1.307
C 0.291 1.199 0.974
H -0.016 -3.015 0.581
H -0.142 -2.333 2.058
H -2.055 -3.543 -0.032
H -4.316 -2.862 -0.695
H -5.011 -0.491 -0.390
H -3.433 1.123 0.532
H -2.652 1.576 2.619
H -1.580 3.680 3.256
H 0.644 4.281 2.345
H 1.874 2.647 0.962
N 1.727 0.719 -4.542
C 0.942 -0.359 -3.947
C 0.950 -0.213 -2.439
O 0.554 -1.078 -1.664
O 1.393 0.932 -1.989
H 1.337 1.037 -5.419
H 2.679 0.426 -4.726
H 1.649 1.455 -2.791
H 1.279 -1.366 -4.200
H -0.100 -0.287 -4.262
C 1.875 -0.754 2.599
H 1.067 -0.585 3.322
H 2.660 -0.033 2.842
H 2.292 -1.748 2.818
C 3.265 -0.537 -0.107
H 3.967 -0.980 0.601
H 3.464 0.545 -0.128
H 3.490 -0.937 -1.101


[6]
42
Properties=species:S:1:pos:R:3 method="wB97M-V/def2-TZVPD" energy_ha=-936.9939 spin_multiplicity=1 homo_ha=-0.2868 gap_ev=8.68 smiles="C/C=C/c1ccc(OCCCCn2cncn2)c(OC)c1" charge=0 de_lowest_kcal_mol=81.56 largest_force_ev_per_a=0.84
C 4.313 2.945 -2.274
C 3.408 2.409 -1.219
C 2.859 1.197 -1.253
C 1.963 0.614 -0.267
C 1.439 1.322 0.813
C 0.559 0.727 1.695
C 0.169 -0.596 1.535
O -0.714 -1.239 2.375
C -1.840 -0.513 2.826
C -2.669 0.041 1.665
C -3.060 -1.067 0.686
C -3.404 -0.503 -0.695
N -2.241 0.034 -1.347
C -1.371 -0.569 -2.174
N -0.432 0.273 -2.537
C -0.762 1.404 -1.886
N -1.848 1.300 -1.157
C 0.701 -1.328 0.462
O 0.302 -2.622 0.190
C 0.603 -3.579 1.187
C 1.583 -0.720 -0.412
H 4.458 2.219 -3.071
H 3.896 3.857 -2.701
H 5.284 3.199 -1.846
H 3.219 3.082 -0.393
H 3.079 0.552 -2.094
H 1.701 2.357 0.963
H 0.159 1.306 2.513
H -2.417 -1.246 3.396
H -1.545 0.299 3.503
H -3.557 0.531 2.066
H -2.079 0.792 1.135
H -2.227 -1.766 0.577
H -3.918 -1.623 1.067
H -3.816 -1.291 -1.332
H -4.133 0.306 -0.600
H -1.449 -1.590 -2.483
H -0.192 2.307 -1.956
H 0.209 -4.526 0.820
H 1.686 -3.665 1.327
H 0.136 -3.329 2.142
H 1.949 -1.300 -1.245